No. 1
The following is a quantum chemistry calculation of 2 unconnected molecules or ions with the total composition C3H7N3OS at a distorted geometry, from the OMol25 dataset.

Computed properties:
- Spin multiplicity: 1
- Calculated total energy: -755.9466 Ha
- Total charge: 0
- ΔE to the lowest compared entry with this formula, charge and spin: 755.27 kJ/mol
- Kohn-Sham gap: 9.290 eV
- HOMO level: -8.8033 eV

Element x y z (Å)
C (0.82151, 1.42499, 0.81316)
C (-0.33942, -1.27669, 0.87292)
C (-0.91416, 1.01347, -0.75141)
H (1.08923, 1.82297, 1.93849)
H (1.23717, 2.41497, 0.43364)
H (1.44453, 0.40266, 0.73136)
H (-0.69826, -2.24434, 1.51791)
H (1.78168, -2.21722, -1.84669)
H (-0.11983, 1.44284, -1.89273)
H (-2.13241, 0.28943, -1.86238)
N (-0.57590, 1.04417, 0.64180)
N (0.21995, -1.42964, -0.31213)
N (-2.07304, 0.36502, -0.76347)
O (-0.88048, -0.16939, 1.28582)
S (1.13941, -2.88325, -0.80628)

***

No. 2
The following is a quantum chemistry calculation of a molecular structure, C21H38AuClO3P2 at a distorted geometry, from the OMol25 dataset.

Computed properties:
- Spin multiplicity: 3
- Calculated total energy: -2326.6740 Ha
- Total charge: +2
- Kohn-Sham gap (spin up / spin down): 4.385 / 5.554 eV
- HOMO level (spin up / spin down): -12.8613 / -13.5951 eV

Element x y z (Å)
C (2.56852, -0.08850, -6.19827)
C (1.83122, -0.83054, -5.18990)
H (2.71086, -0.56104, -7.23263)
H (3.53518, 0.24996, -5.78663)
H (2.11179, 0.89770, -6.29123)
O (1.38160, -1.87233, -4.87438)
Cl (2.06838, 1.17987, -3.30128)
Au (0.68320, -0.39367, -2.38169)
P (2.48919, -1.33457, -1.07169)
C (2.06348, -2.90810, -0.26827)
C (4.07243, -1.56296, -1.88559)
H (4.70856, -2.18318, -1.23263)
H (3.64971, -0.50930, 0.87796)
H (4.56831, -0.60018, -2.07401)
H (2.95403, 0.83953, -0.10554)
H (1.55765, -3.56969, -0.99355)
H (3.94786, -2.07884, -2.84533)
C (2.76565, -0.17632, 0.29515)
H (3.01649, -3.36686, 0.04814)
H (1.86043, -0.13320, 0.93986)
H (1.40932, -2.71363, 0.60263)
P (-1.28273, 0.95676, -2.54405)
C (-2.81674, 0.07705, -2.17744)
C (-1.15706, 2.22275, -1.25901)
H (-0.66342, 2.49667, -4.32071)
H (-2.43348, 2.42860, -4.06386)
H (-1.59662, 1.12731, -4.92821)
C (-1.50944, 1.83667, -4.10110)
H (-0.17985, 2.72019, -1.31432)
H (-1.95006, 2.97415, -1.39054)
H (-3.65902, 0.67809, -2.53996)
H (-2.89958, -0.08570, -1.09474)
H (-1.22929, 1.74708, -0.26852)
H (-2.82609, -0.89086, -2.69136)
C (-0.39155, -1.98413, -2.14045)
O (-0.89366, -2.98899, -2.37482)
C (-3.36134, -1.89076, 1.60743)
C (-2.41896, -2.09747, 2.80435)
C (-1.31563, -3.09638, 2.41774)
C (-1.87256, -0.80301, 3.35124)
C (-2.16935, -0.41665, 4.63675)
C (-1.67779, 0.77614, 5.18015)
C (-0.86103, 1.60927, 4.42066)
C (-0.52098, 1.27693, 3.10812)
C (0.38314, 2.20121, 2.28679)
C (-0.23034, 3.59695, 2.10436)
C (1.78131, 2.33776, 2.90646)
C (-1.02876, 0.05313, 2.52289)
O (-0.75131, -0.25871, 1.33352)
H (-2.78024, -1.49311, 0.76358)
H (-4.14071, -1.16925, 1.86232)
H (-3.83725, -2.84124, 1.31719)
H (-3.00970, -2.55383, 3.61443)
H (-0.74849, -2.68774, 1.56948)
H (-0.63220, -3.24600, 3.25641)
H (-1.75192, -4.06882, 2.13790)
H (-2.80532, -1.06175, 5.24387)
H (-1.93857, 1.05858, 6.22145)
H (-0.46454, 2.55162, 4.84612)
H (0.47129, 1.71736, 1.30939)
H (-0.29663, 4.10611, 3.07284)
H (0.39594, 4.18049, 1.40808)
H (-1.24269, 3.51569, 1.69970)
H (2.21896, 1.34991, 3.07431)
H (2.42802, 2.91348, 2.22215)
H (1.71234, 2.84028, 3.87830)

***

No. 3
The following is a quantum chemistry calculation of a single C8H10N4O molecule at a distorted geometry, from the OMol25 dataset.

Computed properties:
- Spin multiplicity: 1
- SMILES: O=C1NCCN(c2ccccn2)N1
- Calculated total energy: -604.9815 Ha
- Total charge: 0
- ΔE to the lowest compared entry with this formula, charge and spin: 303.62 kJ/mol
- Kohn-Sham gap: 9.002 eV
- HOMO level: -8.4268 eV

Element x y z (Å)
O (-2.13648, 0.67395, -3.16511)
C (-1.62682, 0.28073, -2.06868)
N (-2.07424, -0.66983, -1.13719)
C (-0.99562, -1.76810, -0.76163)
C (0.23882, -1.30202, -1.31879)
N (0.35479, 0.03889, -0.92324)
C (0.84525, 0.28835, 0.28754)
C (0.59637, 1.65830, 0.66373)
C (0.85364, 1.95381, 2.02845)
C (1.35987, 0.85446, 2.93564)
C (1.78103, -0.28860, 2.32073)
N (1.33987, -0.63909, 1.02296)
N (-0.44034, 0.92020, -1.62402)
H (-3.03114, -1.02134, -1.56563)
H (-1.52489, -2.70239, -0.98984)
H (-0.81999, -1.72403, 0.40916)
H (1.06949, -1.72286, -0.87383)
H (0.42584, -1.36342, -2.32183)
H (-0.06157, 2.28050, 0.04002)
H (0.06705, 2.73059, 2.44473)
H (1.62594, 1.07442, 3.79534)
H (2.11544, -1.05130, 3.08679)
H (0.03769, 1.49874, -2.28526)

***

No. 4
The following is a quantum chemistry calculation of 2 unconnected molecules or ions with the total composition C4H13N2O at a distorted geometry, from the OMol25 dataset.

Computed properties:
- Spin multiplicity: 1
- Calculated total energy: -344.6930 Ha
- Total charge: +1
- ΔE to the lowest compared entry with this formula, charge and spin: 193.86 kJ/mol
- Kohn-Sham gap: 9.416 eV
- HOMO level: -12.5897 eV

Element x y z (Å)
C (-1.05760, -2.08943, -0.93098)
C (-1.73270, -0.82688, -0.35705)
C (-0.76057, 0.23457, 0.00320)
C (-0.43754, 0.47195, 1.25664)
N (0.53594, 1.53392, 1.61561)
N (0.36641, -1.89922, -1.20195)
H (-1.54533, -2.51084, -1.79516)
H (-1.14943, -2.90142, -0.20506)
H (-2.33496, -1.14034, 0.49804)
H (-2.44740, -0.43812, -1.05980)
H (-0.31516, 0.77676, -0.81197)
H (-0.88181, -0.03602, 2.09562)
H (1.27524, 1.59789, 0.87837)
H (0.04548, 2.41503, 1.72540)
H (0.98888, 1.23432, 2.47809)
H (0.91373, -2.71303, -0.94635)
H (0.52875, -1.72075, -2.18312)
H (2.24033, 3.33282, -0.34081)
H (3.25467, 2.23194, -0.65578)
O (2.51307, 2.44685, -0.06296)

***

No. 5
The following is a quantum chemistry calculation of a molecular structure, C25H18BrN5O5PbS at a distorted geometry, from the OMol25 dataset.

Computed properties:
- Spin multiplicity: 1
- Calculated total energy: -4778.5107 Ha
- Total charge: 0
- ΔE to the lowest compared entry with this formula, charge and spin: 66.35 kJ/mol
- Kohn-Sham gap: 6.848 eV
- HOMO level: -7.9166 eV

Element x y z (Å)
Pb (-1.46100, 0.10260, 0.29180)
O (-0.05210, -3.98710, 1.43280)
C (1.22660, -4.23840, 1.12390)
C (1.70460, -5.53740, 1.32260)
C (3.01900, -5.85080, 1.06500)
C (3.90280, -4.86780, 0.62990)
C (3.44330, -3.59210, 0.40100)
C (2.10130, -3.25750, 0.61600)
C (1.63120, -1.89390, 0.32620)
O (0.48510, -1.51830, 0.66710)
N (2.55350, -1.17080, -0.31360)
N (2.57400, 0.08650, -0.52350)
C (3.60970, 0.75740, -0.99160)
C (3.33200, 2.14020, -0.93480)
C (4.03920, 3.31020, -1.22240)
C (3.42650, 4.51430, -0.95920)
C (2.14630, 4.57430, -0.40530)
C (1.41450, 3.43490, -0.12950)
C (2.02120, 2.22600, -0.41610)
O (1.52470, 0.98410, -0.21530)
H (-0.24680, -3.04280, 1.25520)
H (1.01550, -6.28190, 1.68780)
H (3.36640, -6.86250, 1.21440)
H (4.94270, -5.10990, 0.47430)
H (4.11030, -2.81760, 0.05820)
H (4.49670, 0.23390, -1.28930)
H (5.04040, 3.26700, -1.61650)
H (3.94150, 5.43200, -1.19850)
H (1.71740, 5.53900, -0.19040)
H (0.42440, 3.47220, 0.29390)
Br (1.17570, 0.67080, 2.83040)
C (-0.35250, -0.18660, 3.51180)
C (-0.40450, -0.44840, 4.87030)
C (-1.51510, -1.11860, 5.35870)
C (-2.51380, -1.48680, 4.47490)
C (-2.38150, -1.15110, 3.13430)
N (-1.30830, -0.51920, 2.66340)
C (-3.53360, -1.47030, 2.15390)
O (-4.48410, -2.08060, 2.59720)
O (-3.36970, -1.04940, 0.96940)
H (0.40060, -0.13590, 5.51600)
H (-1.59410, -1.34550, 6.40950)
H (-3.40260, -2.01820, 4.77790)
C (-6.58350, 2.18200, 0.97300)
C (-5.34240, 2.90370, 0.56120)
C (-5.37380, 3.99190, -0.31520)
C (-4.15160, 4.51900, -0.69430)
N (-3.00260, 4.06170, -0.22400)
C (-3.08130, 3.05860, 0.63980)
S (-1.57670, 2.51050, 1.34050)
N (-4.18940, 2.44830, 1.02760)
H (-7.44630, 2.84450, 0.93820)
H (-6.46630, 1.76590, 1.97000)
H (-6.75370, 1.34820, 0.29000)
H (-6.30930, 4.38880, -0.67520)
H (-4.07100, 5.32740, -1.41090)

***

No. 6
The following is a quantum chemistry calculation of 2 unconnected molecules or ions with the total composition CH5NO3 at a distorted geometry, from the OMol25 dataset.

Computed properties:
- Spin multiplicity: 1
- SMILES: NC(=O)O.O
- Calculated total energy: -321.5935 Ha
- Total charge: 0
- ΔE to the lowest compared entry with this formula, charge and spin: 79.07 kJ/mol
- Kohn-Sham gap: 11.549 eV
- HOMO level: -11.0443 eV

Element x y z (Å)
N (1.67614, 2.06778, -0.69693)
C (1.36705, 0.99930, 0.19914)
O (1.34564, -0.13694, -0.16855)
O (1.25042, 1.35825, 1.51857)
H (1.59736, 2.97034, -0.17169)
H (0.90831, 2.03988, -1.38249)
H (1.35113, 0.46959, 1.89948)
O (-2.95310, -3.39313, -0.61207)
H (-3.85126, -3.71914, -0.52037)
H (-2.69169, -2.65595, -0.06509)

***

No. 7
The following is a quantum chemistry calculation of 2 unconnected molecules or ions with the total composition C29H36N3S at a distorted geometry, from the OMol25 dataset.

Computed properties:
- Spin multiplicity: 1
- Calculated total energy: -1688.7813 Ha
- Total charge: +1
- ΔE to the lowest compared entry with this formula, charge and spin: 34.16 kJ/mol
- Kohn-Sham gap: 4.304 eV
- HOMO level: -9.6651 eV

Element x y z (Å)
C (-0.27590, 2.19390, 3.20231)
C (0.27278, 0.90364, 3.80504)
C (0.60566, 1.17145, 5.26963)
N (-0.69374, -0.21371, 3.71282)
C (-0.13914, -1.25000, 3.18768)
S (-0.93263, -2.78333, 3.07961)
C (-2.09193, -2.37939, 4.50856)
C (-3.15646, -3.41020, 4.64248)
N (-3.97592, -4.23402, 4.72442)
C (1.32586, -1.01792, 2.70518)
C (2.28283, -1.87704, 3.54188)
C (1.44341, -1.30195, 1.20176)
N (1.43340, 0.40581, 3.02382)
C (2.56462, 1.15612, 2.90736)
C (3.59432, 0.94652, 2.03629)
C (4.99318, 1.09653, 2.49037)
H (-1.21974, 2.44534, 3.70480)
H (0.43560, 3.01131, 3.35925)
H (-0.46874, 2.06778, 2.13223)
H (-0.32806, 1.42995, 5.78823)
H (1.03903, 0.29441, 5.77384)
H (1.28493, 2.02313, 5.36554)
H (-1.47807, -2.36814, 5.43040)
H (-2.53600, -1.38677, 4.32261)
H (2.04122, -2.93711, 3.36972)
H (3.33392, -1.69501, 3.27788)
H (2.13443, -1.67259, 4.61455)
H (0.97029, -2.27026, 0.96696)
H (0.92053, -0.51975, 0.63320)
H (2.49113, -1.33510, 0.88624)
H (2.60366, 1.99742, 3.61471)
H (3.42064, 0.61368, 1.01313)
H (5.69870, 1.13296, 1.65397)
H (5.08621, 2.03705, 3.05765)
H (5.31159, 0.27875, 3.16574)
C (11.50393, -0.05945, -3.51462)
C (10.32938, 0.41852, -2.72052)
C (10.38857, 0.39912, -1.32000)
C (9.32849, 0.86583, -0.56315)
C (8.13379, 1.34846, -1.17487)
C (7.06069, 1.87265, -0.38446)
C (5.76164, 2.08044, -0.86170)
C (4.80217, 2.86532, -0.21302)
C (3.69238, 3.48655, -0.88703)
C (3.08747, 4.69187, -0.41514)
C (2.14931, 5.36748, -1.17829)
C (1.74858, 4.87234, -2.43012)
C (0.80617, 5.65516, -3.29381)
C (2.22657, 3.61916, -2.83968)
C (3.18506, 2.94324, -2.09728)
C (8.07879, 1.32375, -2.60073)
C (9.15586, 0.85784, -3.34468)
H (11.32443, 0.06056, -4.58631)
H (12.40630, 0.50733, -3.25171)
H (11.72094, -1.11773, -3.31743)
H (11.28331, -0.01012, -0.84525)
H (9.38828, 0.84304, 0.52956)
H (7.30134, 2.15815, 0.64461)
H (5.49814, 1.62314, -1.82268)
H (5.01899, 3.19251, 0.80551)
H (3.37249, 5.07431, 0.56761)
H (1.70117, 6.29518, -0.82086)
H (0.50376, 5.07035, -4.16532)
H (-0.09513, 5.93572, -2.74073)
H (1.26989, 6.58324, -3.64494)
H (1.84167, 3.18087, -3.76294)
H (3.54568, 1.96738, -2.42279)
H (7.17773, 1.67822, -3.10195)
H (9.09229, 0.81146, -4.43368)

***

No. 8
The following is a quantum chemistry calculation of 2 unconnected molecules or ions with the total composition CH2N2O2 at a distorted geometry, from the OMol25 dataset.

Computed properties:
- Spin multiplicity: 1
- Calculated total energy: -299.0231 Ha
- Total charge: 0
- ΔE to the lowest compared entry with this formula, charge and spin: 823.86 kJ/mol
- Kohn-Sham gap (spin up / spin down): 9.407 / 8.840 eV
- HOMO level (spin up / spin down): -9.7175 / -10.0996 eV

Element x y z (Å)
C (1.02578, -0.22563, 0.01256)
N (0.30626, -0.40694, -1.12360)
N (0.10168, 0.77968, -0.22954)
O (1.89564, -0.57505, 0.71849)
O (-0.97187, 1.18009, 0.24051)
H (-0.36011, -1.14755, -1.29915)
H (-1.99738, 0.39540, 1.68073)